Record 1
The following is a DFT calculation (ωB97M-V/def2-TZVPD) of a single C12H14ClN3O2S molecule at a distorted geometry.

Atoms and positions in Å:
Cl -4.906 -3.109 0.198
S 1.928 -2.367 -0.854
O -0.521 0.913 1.728
O -2.256 1.952 -0.100
N 1.198 -0.962 1.329
N 3.606 -1.037 0.791
N -0.045 -0.941 0.593
C 5.600 -0.292 -0.586
C -0.946 0.070 0.911
C -4.250 0.716 -0.724
C -2.306 0.042 0.446
C 2.332 -1.476 0.240
C -2.998 3.202 -0.554
C 5.018 0.935 -0.666
C 4.906 -1.316 0.097
C -3.019 0.905 0.014
C -4.095 -1.774 -0.142
C -4.801 -0.434 -0.515
C -2.938 -1.318 0.357
H -0.014 -1.576 -0.087
H 4.028 1.270 -0.364
H 5.488 1.666 -1.406
H 3.697 -0.183 1.541
H 4.488 -2.205 -0.538
H -4.923 1.646 -0.856
H -3.885 3.524 0.072
H -2.301 -2.077 0.645
H -2.146 4.181 -0.595
H 6.427 -0.442 -1.027
H 1.386 -0.196 1.755
H 5.356 -1.910 0.950
H -3.281 3.140 -1.780
H -5.829 -0.550 -0.871

The molar mass is 299.8 g mol⁻¹. As for the structure (SMILES): C=CCNC(=S)NNC(=O)c1cc(Cl)ccc1OC. Its charge is 0. As for the total energy: -1638.4167 hartree. The HOMO-LUMO gap comes out at 9.00 eV.

Record 2
The following is a DFT calculation (ωB97M-V/def2-TZVPD) of C5H10NS as an isolated structure at a distorted geometry.

Atoms and positions in Å:
S -0.978 -0.851 3.128
N 0.783 -0.106 0.972
C -0.728 -0.444 1.356
C -0.991 0.971 0.967
C 0.910 -0.719 -1.989
C -0.012 -0.073 -2.705
C 0.309 1.181 0.702
H 0.808 -1.745 -1.554
H 1.848 -0.271 -1.882
H 1.413 -0.239 1.697
H -0.963 -0.552 -2.896
H 1.248 -0.708 0.190
H 0.947 1.829 0.254
H -1.850 0.253 3.316
H -1.071 -1.199 0.552
H 0.080 0.925 -3.055
H -1.753 1.748 0.949

The molar mass is 116.2 g mol⁻¹. Its charge is +1. As for the total energy: -649.0705 hartree. The HOMO-LUMO gap comes out at 10.55 eV.

Record 3
The following is a DFT calculation (ωB97M-V/def2-TZVPD) of C16H29F3N8O2OsPS3 as an isolated structure.

Atoms and positions in Å:
Os -1.020 0.073 -0.830
S -1.970 -0.111 -3.019
S 1.231 -0.240 -1.422
S -0.995 -2.354 -0.761
P 0.942 -2.252 -1.348
F -1.441 7.082 -0.985
F 0.301 6.851 -2.251
F 0.519 6.862 -0.095
O 1.238 -2.998 -2.689
O 1.968 -2.882 -0.356
N -4.527 -0.507 -3.494
N -0.852 2.225 -0.926
N -4.009 -0.146 -1.296
N -3.118 0.389 -0.336
N -1.049 0.138 3.307
N -1.472 0.390 2.133
N -0.568 -0.034 1.222
N 0.144 -0.460 3.181
C 1.533 -5.064 0.657
C 2.379 -4.300 -0.328
C -0.914 4.378 0.110
C -0.260 6.468 -1.106
C 0.941 -0.835 4.363
C -0.406 2.806 -2.052
C 0.543 -2.721 -3.945
C 1.240 1.541 5.183
C -3.608 -0.244 -2.578
C -0.456 4.965 -1.059
C 1.224 -3.511 -5.030
C -0.198 4.167 -2.158
C 0.438 -0.563 1.893
C 2.974 0.503 3.668
C 1.939 0.253 4.760
C -1.097 3.012 0.138
H 1.330 -1.005 1.480
H -4.991 -0.149 -1.055
H 0.167 4.587 -3.084
H -0.200 2.153 -2.887
H 0.513 1.366 5.976
H 1.446 -1.767 4.112
H 3.425 -4.263 -0.039
H 2.266 -3.213 -5.132
H 1.617 -4.640 1.657
H -1.124 4.969 0.991
H 0.217 -1.027 5.152
H -5.511 -0.570 -3.283
H 0.719 -3.326 -5.979
H 0.603 -1.646 -4.125
H -3.343 0.001 0.578
H 1.178 -4.578 -4.820
H -0.500 -3.009 -3.812
H 0.484 -5.074 0.360
H 1.971 2.261 5.548
H -1.454 2.522 1.033
H 3.749 1.175 4.032
H 2.528 0.985 2.792
H 1.882 -6.096 0.699
H 0.719 2.006 4.342
H 2.454 -0.165 5.630
H 2.305 -4.693 -1.339
H 3.463 -0.420 3.348
H -4.244 -0.664 -4.448
H -3.264 1.399 -0.275

The spin multiplicity is 2. The expectation value of S² is 0.755. The molar mass is 739.9 g mol⁻¹. Its charge is +2. As for the total energy: -3141.4539 hartree. The HOMO-LUMO gap (spin up / spin down) comes out at 8.77 / 6.71 eV.

Record 4
The following is a DFT calculation (ωB97M-V/def2-TZVPD) of C28H48BrCaN3P2S as an isolated structure at a distorted geometry.

Atoms and positions in Å:
Br -0.858 0.974 0.140
Ca -2.672 -1.024 1.195
S -1.170 -3.189 1.668
P 1.097 1.051 -3.233
P -1.218 3.630 1.980
N 1.427 -2.731 1.128
N 0.389 -1.170 2.502
N -5.945 -4.642 -4.186
C 3.580 0.789 -1.816
C 0.310 -2.300 1.776
C -3.979 -2.863 -0.783
C -2.362 2.476 2.740
C -2.772 -0.989 -1.874
C -0.550 -1.143 -2.770
C -5.582 -3.360 -4.189
C 1.096 2.854 -3.444
C 2.066 0.667 -1.710
C 1.606 -0.514 2.970
C -5.004 -4.873 -1.970
C 1.388 3.896 3.037
C 0.559 3.182 1.958
C -2.862 0.327 -2.398
C -4.647 -3.493 -1.924
C -1.727 0.973 -2.841
C 0.226 3.419 -4.570
C -3.405 3.152 3.647
C 2.652 -3.083 1.866
C 2.043 -1.118 -4.845
C 1.950 0.402 -4.718
C -3.715 -1.480 -0.845
C -5.660 -5.377 -3.101
C -0.512 0.255 -2.986
C -1.692 -1.785 -2.314
C -1.718 4.216 0.334
C -4.988 -2.735 -3.082
C -1.334 5.687 0.039
H 1.061 -1.594 -4.737
H 1.206 4.978 2.971
H -1.721 6.362 0.816
H 1.410 0.850 -5.572
H 1.818 -0.345 -1.355
H -2.846 1.960 1.902
H 0.853 3.329 -2.484
H 2.136 3.138 -3.661
H -4.766 -5.545 -1.147
H -2.940 3.845 4.361
H 4.004 0.736 -0.802
H 2.439 -1.378 -5.837
H 2.454 3.706 2.857
H -3.832 0.836 -2.417
H 1.194 -3.454 0.441
H -0.786 3.004 -4.588
H 2.452 -3.457 2.877
H 4.012 -0.015 -2.410
H 1.160 3.558 4.058
H -0.472 -0.902 2.977
H 2.250 -1.231 3.493
H 0.931 3.477 0.963
H 1.692 1.307 -0.898
H 2.737 -1.503 -4.088
H -6.033 -6.404 -3.114
H -4.152 3.712 3.072
H -3.801 -3.514 0.097
H 2.952 0.870 -4.754
H 0.352 -1.733 -2.896
H -4.414 -0.768 -0.334
H 3.332 -2.232 1.915
H -0.244 5.816 -0.022
H 3.152 -3.876 1.307
H 1.324 0.266 3.689
H 3.891 1.735 -2.271
H 2.161 -0.032 2.151
H -1.761 5.997 -0.925
H 0.133 4.507 -4.453
H -1.766 2.055 -2.978
H -4.788 -1.665 -3.184
H 0.639 2.093 2.050
H -1.217 3.536 -0.373
H 0.695 3.220 -5.541
H -3.932 2.378 4.214
H -2.810 4.091 0.225
H -1.746 -2.870 -2.171
H -5.842 -2.777 -5.083
H -1.779 1.751 3.327

The molar mass is 640.7 g mol⁻¹. Its charge is +2. As for the total energy: -5591.9340 hartree. The HOMO-LUMO gap (spin up / spin down) comes out at 3.07 / 5.92 eV.

Record 5
The following is a DFT calculation (ωB97M-V/def2-TZVPD) of C17H19ClN3O9Te4Y as an isolated structure at a distorted geometry.

Atoms and positions in Å:
Te 3.116 -0.036 4.712
Te 1.926 -2.305 4.035
Te 3.975 -0.122 7.250
Te 2.043 2.237 3.944
Y 1.805 0.045 2.256
Cl 0.547 2.544 1.427
O 2.081 -3.003 -1.115
O 4.172 1.257 2.578
O -1.547 -0.668 -2.324
O 1.787 1.739 1.062
O 1.511 -1.831 0.701
O 0.614 1.031 3.524
O 1.060 3.643 2.264
O 0.043 3.092 0.199
O 5.818 2.366 1.568
N -3.419 0.537 -1.947
N 3.722 -0.401 0.600
N -0.562 -0.439 1.670
C 5.768 0.229 -0.514
C -3.023 -1.297 0.694
C -0.972 -0.115 0.450
C 5.577 -0.746 -1.461
C -5.783 0.408 -1.220
C 3.548 -1.320 -0.356
C -1.371 -1.192 2.417
C 2.290 -2.082 -0.204
C -4.421 1.079 -1.055
C 4.422 -1.531 -1.408
C 4.931 1.358 1.580
C 4.812 0.406 0.510
C -2.604 -1.634 1.971
C -3.494 0.883 -3.360
C -2.191 -0.508 -0.092
C -4.023 -0.256 -4.227
C -2.382 -0.220 -1.554
H -5.691 -0.671 -1.125
H -4.522 2.150 -1.254
H -3.967 -1.654 0.312
H 4.211 -2.285 -2.148
H -4.075 0.968 -0.026
H -4.037 0.062 -5.266
H -2.479 1.125 -3.691
H -3.203 -2.263 2.610
H -3.368 -1.120 -4.143
H -6.464 0.772 -0.456
H -1.014 -1.462 3.408
H -0.297 0.475 -0.159
H 6.658 0.837 -0.537
H -4.126 1.768 -3.461
H 1.221 -3.444 -1.011
H 6.324 2.415 0.746
H -6.218 0.633 -2.189
H -5.031 -0.544 -3.942
H 6.304 -0.908 -2.240

The molar mass is 1044.1 g mol⁻¹. Its charge is 0. As for the total energy: -3071.0848 hartree. The HOMO-LUMO gap comes out at 4.15 eV.

Question: Which of these has the highest total energy?
Answer: C5H10NS